{
  "formula": "C22H41Cl6NO18",
  "method": "ωB97M-V/def2-TZVPD",
  "lumo_ev": 0.41,
  "charge": 0,
  "homo_lumo_gap_ev": 10.905,
  "fmax_ev_per_a": 4.0,
  "total_energy_ev": -136955.8899,
  "smiles": "COC(=O)OC.COC(=O)OC.COC(=O)OC.COC(=O)OC.COC(=O)OC.COC(=O)OC.ClC(Cl)Cl.ClC(Cl)Cl.CC#N",
  "symbols": ["C", "O", "C", "O", "O", "C", "H", "H", "H", "H", "H", "H", "C", "O", "C", "O", "O", "C", "H", "H", "H", "H", "H", "H", "C", "O", "C", "O", "O", "C", "H", "H", "H", "H", "H", "H", "C", "O", "C", "O", "O", "C", "H", "H", "H", "H", "H", "H", "C", "O", "C", "O", "O", "C", "H", "H", "H", "H", "H", "H", "C", "O", "C", "O", "O", "C", "H", "H", "H", "H", "H", "H", "Cl", "C", "Cl", "Cl", "H", "Cl", "C", "Cl", "Cl", "H", "C", "C", "N", "H", "H", "H"],
  "xyz": [[2.035728, -0.747782, -0.105428], [2.108188, 0.370658, 0.748682], [1.124508, 1.211248, 0.940982], [-0.062212, 1.039288, 0.573982], [1.546818, 2.269108, 1.636822], [0.678738, 3.221318, 2.164912], [1.338498, -1.549662, 0.137412], [3.019118, -1.216812, -0.072928], [1.802448, -0.420112, -1.118498], [-0.203482, 2.847578, 2.684622], [0.313658, 3.807168, 1.321352], [1.083388, 3.919478, 2.897662], [-5.394432, -1.819182, -3.587558], [-4.746562, -1.034902, -2.625698], [-4.531502, -1.370932, -1.351678], [-4.731602, -2.431042, -0.782128], [-3.848122, -0.383522, -0.757838], [-3.242612, -0.540942, 0.536002], [-5.747392, -2.790152, -3.240078], [-4.629892, -2.002882, -4.342428], [-6.208732, -1.322432, -4.115048], [-4.039722, -0.753992, 1.248272], [-2.693172, 0.381608, 0.723392], [-2.470072, -1.302672, 0.641162], [-0.533952, -1.280352, -2.302208], [-0.813852, -2.659292, -2.460768], [0.141578, -3.553852, -2.085748], [1.282608, -3.315882, -1.649908], [-0.361302, -4.774312, -2.241988], [0.446078, -5.860382, -1.945438], [-0.531372, -0.945932, -1.264778], [-1.352412, -0.802162, -2.840298], [0.425838, -0.904632, -2.656818], [1.371568, -5.691542, -2.495948], [0.122168, -6.825842, -2.334108], [0.773798, -5.964602, -0.911108], [2.146028, 4.322108, -2.488448], [1.902708, 2.880568, -2.513428], [2.137328, 2.178548, -3.696148], [2.716588, 2.612268, -4.717008], [1.838148, 0.912748, -3.451308], [2.208188, -0.077412, -4.342748], [3.222668, 4.466418, -2.398258], [1.611718, 4.781448, -1.656808], [1.727318, 4.807648, -3.369938], [2.092868, -1.020232, -3.808048], [3.245068, 0.139428, -4.599578], [1.706548, -0.074652, -5.310448], [-0.657042, -3.776542, 1.266352], [-0.489752, -5.174892, 1.254022], [-0.487172, -5.813682, 2.451862], [-0.792502, -5.335822, 3.554862], [-0.107482, -7.104092, 2.172242], [-0.016632, -8.043392, 3.284822], [0.254848, -3.221132, 1.485612], [-1.401182, -3.496852, 2.012092], [-1.136142, -3.437032, 0.348032], [-0.004312, -9.065412, 2.906112], [-0.754022, -7.851932, 4.064372], [0.948848, -7.972852, 3.785782], [1.902698, 9.470618, 2.374022], [2.102328, 8.114218, 1.880922], [1.184938, 7.129538, 1.729712], [1.416498, 6.084918, 1.202582], [0.049118, 7.501768, 2.223762], [-1.141452, 6.843348, 1.907842], [1.082058, 9.882868, 1.786922], [2.785358, 10.039638, 2.082082], [1.671048, 9.581588, 3.433322], [-1.861602, 6.814698, 2.725572], [-0.951032, 5.855838, 1.487542], [-1.663232, 7.337148, 1.088082], [-3.755062, 3.620348, -2.504548], [-2.153102, 2.906918, -2.057778], [-1.342162, 4.125688, -1.049988], [-1.180682, 2.674218, -3.464888], [-2.328342, 1.973128, -1.523528], [3.224868, -5.176762, 1.168062], [4.149748, -3.879442, 1.791302], [3.262858, -2.599732, 2.504942], [5.206258, -3.239542, 0.534342], [4.791518, -4.237542, 2.596292], [0.177608, -0.664512, 3.879372], [-1.206612, -0.244702, 3.791762], [-2.331172, 0.017948, 3.712732], [0.444748, -1.074362, 4.853422], [0.796098, 0.155418, 3.514302], [0.281718, -1.450172, 3.131042]],
  "atomic_forces_ev_per_a": [[-0.028, -0.583, -1.106], [0.919, 0.515, 0.997], [-3.935, 0.080, -0.649], [2.759, 0.287, 0.741], [1.756, -1.354, 0.410], [-2.253, 1.203, -0.499], [-0.333, 0.460, 0.542], [-0.023, 0.303, -0.096], [0.156, 0.042, 0.068], [-0.032, -0.829, -0.251], [-0.083, 0.184, 0.211], [1.134, -0.436, -0.394], [0.274, -1.348, -0.895], [-0.124, 1.364, 1.032], [1.185, -1.852, 1.410], [-0.547, 0.934, -1.212], [0.329, 0.736, -1.121], [-0.432, -0.075, 0.298], [0.071, 0.147, 0.418], [-0.048, -0.192, -0.117], [-0.020, 0.482, 0.591], [0.290, 0.236, 0.206], [-0.529, 0.149, 0.085], [-0.261, -0.485, -0.664], [-0.164, 1.107, 0.234], [1.382, -1.437, 0.391], [1.636, 0.602, 0.850], [-2.747, -0.086, -1.125], [-1.707, 0.874, -0.093], [2.913, -0.864, -0.394], [-0.420, -0.320, 0.231], [0.185, 0.185, 0.095], [-0.126, -0.655, -0.492], [0.374, -0.098, 0.035], [-1.023, 0.466, 0.116], [-0.636, 0.272, 0.193], [-0.051, -0.527, -0.575], [-0.209, -0.462, -1.619], [2.545, 2.332, -0.525], [-2.189, -1.147, 2.891], [-1.512, 1.230, 1.226], [1.527, -0.415, -1.201], [-0.148, 0.231, -0.108], [0.152, -0.651, 0.297], [0.337, -0.230, -0.268], [0.116, 0.040, -0.292], [0.273, -0.579, -0.006], [-0.600, 0.111, 0.257], [-1.254, 1.044, 0.691], [0.400, -0.835, 0.698], [-0.384, 0.085, 1.405], [0.999, -1.363, -2.954], [-0.394, 0.675, 0.975], [0.591, 0.509, 0.277], [0.231, -0.302, -0.218], [0.109, -0.081, 0.358], [0.494, -0.408, -0.357], [-0.660, 0.301, -0.363], [-0.291, -0.098, -0.426], [0.194, 0.528, -0.135], [-1.016, -0.405, -1.211], [1.044, -0.481, 0.240], [1.235, 1.138, -0.154], [0.429, -0.270, -0.346], [-1.638, 1.589, 1.422], [-1.123, -1.039, -1.303], [-0.163, 0.177, 0.233], [0.124, -0.402, 0.264], [0.185, -0.498, -0.033], [0.608, -0.028, 0.311], [0.115, -0.217, 0.531], [0.178, 0.519, -0.030], [0.374, -0.573, 0.092], [-0.755, 1.091, 0.231], [0.025, -0.309, 0.392], [0.126, -0.518, -0.693], [0.140, 0.238, -0.010], [-0.927, -0.771, -0.221], [1.692, -0.117, 0.429], [-1.145, 0.939, 0.532], [0.332, 0.148, -0.319], [-0.037, -0.217, -0.345], [0.003, -0.147, -0.873], [-1.654, 0.154, 0.256], [1.202, -0.140, 0.035], [0.023, 0.355, -0.067], [0.287, -0.001, 0.494], [0.166, -0.216, 0.075]]
}